This record from the Open Molecules 2025 dataset describes CH3CdO3S as an isolated structure in a non-equilibrium geometry. The level of theory is the ωB97M-V functional and the def2-TZVPD basis.

The calculation puts the HOMO-LUMO gap (spin up / spin down) at 7.0 / 6.7 eV. For the strongest force on any atom, the calculation gives 4.72 eV/Å. As for the multiplicity: 2.

Last column: Löwdin charge in e.
Atoms and positions in Å:
S 3.052 1.261 -0.063  0.488
O 2.940 -0.318 0.171  -0.972
O 0.339 1.335 0.062  -0.481
C -1.537 -0.457 -0.288  -0.168
O -0.726 0.148 0.683  -0.458
Cd 1.190 -0.098 1.061  1.324
H -0.920 -0.881 -1.098  0.083
H -2.104 -1.267 0.197  0.090
H -2.233 0.276 -0.725  0.093